DFT (wB97M-V/def2-TZVPD) results for a cluster of 16 separate species, C81H213N30O16P7 in total.

XYZ file:
```
347
Properties=species:S:1:pos:R:3:forces:R:3:lowdin_charge:R:1
C -25.278850 -16.039190 11.288290 0.69 0.93 -0.72 -0.354
O -24.430120 -15.161200 11.450010 -0.36 -0.76 0.07 -0.020
N -26.331380 -16.253760 12.088830 -0.50 -0.50 -0.50 -0.165
C -27.385320 -17.250680 11.659450 1.98 1.27 1.09 -0.022
C -26.403990 -15.544140 13.336570 -0.33 -0.08 1.14 -0.055
H -25.273210 -16.686020 10.397350 0.07 -0.04 0.04 0.105
H -28.280610 -16.700350 11.370150 -0.02 -0.39 -0.08 0.086
H -27.535460 -17.940310 12.490080 -0.39 0.04 0.05 0.078
H -26.896800 -17.814350 10.864640 -0.53 0.11 -0.30 0.060
H -26.603450 -16.296660 14.099470 -0.23 0.15 0.31 0.081
H -25.497620 -15.020950 13.641320 0.40 -0.48 -0.64 0.085
H -27.138720 -14.742780 13.414700 -0.54 -0.24 -0.42 0.089
C -18.937200 -15.989620 13.733850 1.88 2.43 -0.48 -0.300
O -18.208770 -15.051880 13.304870 -1.83 -2.41 1.09 -0.034
N -20.280220 -15.990800 13.743340 -0.25 -2.41 0.67 -0.173
C -20.940660 -17.268930 14.152890 0.50 0.97 0.31 -0.013
C -21.063120 -14.839300 13.543200 -0.62 1.34 -0.50 -0.069
H -18.578470 -16.878950 14.274780 0.68 0.01 -0.49 0.108
H -21.607710 -17.716210 13.415960 0.06 0.42 -0.32 0.068
H -21.502980 -17.114220 15.073740 -0.16 0.05 0.03 0.070
H -20.163750 -18.001350 14.372190 0.01 0.15 -0.12 0.049
H -20.425250 -14.005840 13.248990 0.07 -0.30 -0.64 0.088
H -21.854940 -15.064940 12.828910 -0.07 0.42 -0.18 0.079
H -21.518340 -14.415000 14.438100 -0.26 -0.61 0.51 0.091
C -23.266520 -24.392570 16.910080 0.30 0.93 0.49 -0.364
O -23.551420 -23.193690 16.831530 0.24 -1.19 0.14 -0.021
N -23.445150 -25.319560 15.977070 -0.88 -0.36 -0.86 -0.176
C -23.095690 -26.739390 16.141160 0.28 1.13 -1.25 -0.035
C -24.203320 -24.987720 14.759950 0.74 -0.07 0.80 -0.020
H -22.764290 -24.863180 17.769440 0.05 0.41 0.44 0.132
H -22.579060 -26.995980 15.216310 0.50 -0.17 -0.01 0.066
H -23.967180 -27.391290 16.080910 -0.16 0.06 0.87 0.094
H -22.395030 -26.848110 16.969020 -0.47 -0.32 0.13 0.085
H -23.538930 -25.203080 13.923100 -0.48 -0.29 -0.34 0.067
H -25.122460 -25.572230 14.800340 0.25 0.04 -0.45 0.076
H -24.423360 -23.920350 14.739480 -0.04 -0.10 0.22 0.083
C -26.060900 -16.305630 6.955920 0.33 0.42 2.45 -0.304
O -26.075140 -16.832670 8.091730 0.18 0.71 -2.29 -0.040
N -25.112900 -15.451570 6.490390 -0.29 1.14 -0.99 -0.158
C -25.301840 -14.696090 5.199610 0.74 -0.04 1.41 -0.046
C -23.970900 -14.901710 7.274330 0.18 -2.06 0.75 -0.023
H -26.915480 -16.369690 6.264710 0.15 -0.39 -0.11 0.132
H -24.316110 -14.740660 4.736520 -0.18 0.24 -0.41 0.075
H -25.517220 -13.673240 5.508630 0.10 0.18 -0.32 0.085
H -26.076570 -14.986960 4.490190 0.00 -0.66 0.47 0.084
H -23.682990 -13.852290 7.211720 -0.93 0.10 -0.50 0.098
H -24.090130 -15.171390 8.323690 -0.45 0.25 0.08 0.076
H -23.072280 -15.466780 7.026800 0.19 0.00 -0.43 0.062
C -20.764100 -28.096460 8.058510 0.55 -1.04 -0.48 -0.331
O -20.682650 -27.922020 6.854870 -0.24 0.23 0.31 0.000
N -20.439830 -29.263210 8.673260 0.37 -1.04 -1.54 -0.181
C -20.348790 -29.399130 10.089380 -0.04 0.09 0.48 -0.098
C -19.906050 -30.504800 7.983260 -1.12 1.10 0.33 -0.012
H -21.108980 -27.331650 8.771480 0.00 0.09 0.03 0.128
H -20.439140 -28.415720 10.550730 0.13 -0.16 0.27 0.063
H -19.390060 -29.860320 10.326500 0.20 0.35 0.27 0.090
H -21.098090 -30.092820 10.470750 -0.30 0.06 0.11 0.085
H -20.194060 -30.676220 6.946070 -0.05 0.88 -0.02 0.083
H -18.818970 -30.506920 8.063050 -0.08 -0.27 0.15 0.090
H -20.411860 -31.313980 8.510030 0.58 -0.24 0.24 0.081
C -22.705160 -23.625340 3.921180 -0.31 1.22 0.47 -0.352
O -21.798000 -23.185670 3.217120 -0.65 -0.60 0.24 -0.013
N -22.601600 -24.581330 4.847560 -0.12 0.98 0.66 -0.195
C -23.692180 -25.046800 5.694410 -0.62 -0.93 -1.13 -0.048
C -21.390500 -25.316950 4.945170 0.63 -0.32 0.73 -0.056
H -23.718550 -23.200850 3.992310 -0.04 0.34 -0.55 0.121
H -23.475880 -25.215720 6.749290 0.74 0.09 -0.16 0.069
H -23.909560 -25.991220 5.195490 -0.59 -0.58 0.77 0.094
H -24.629840 -24.491190 5.708540 0.36 0.65 -0.58 0.086
H -21.385050 -26.117420 4.205360 0.33 -0.16 0.09 0.104
H -20.534880 -24.653010 4.821910 -0.04 -0.10 -0.26 0.090
H -21.360930 -25.720200 5.957400 0.30 -0.38 -0.24 0.061
C -25.168910 -20.183680 4.979550 -0.88 -3.35 0.86 -0.307
O -25.081000 -21.377340 5.408880 -0.13 3.35 -0.89 -0.053
N -24.180510 -19.378280 4.639960 2.91 1.29 -0.68 -0.161
C -24.344440 -18.225730 3.768870 -1.00 0.21 0.26 -0.048
C -22.781800 -19.810110 4.783860 -0.48 -1.91 0.22 -0.014
H -26.138870 -19.688420 4.818040 -0.16 -0.27 0.03 0.123
H -25.411560 -18.121550 3.572660 -0.07 0.34 0.09 0.083
H -23.880770 -18.302500 2.785400 0.27 -0.60 0.08 0.093
H -23.947030 -17.316010 4.218960 -0.10 0.00 0.23 0.073
H -22.875780 -20.705570 5.398200 0.36 -0.07 0.10 0.075
H -22.388200 -20.173060 3.834410 -0.02 0.18 -0.20 0.097
H -22.028500 -19.180090 5.256850 -0.73 0.69 -0.04 0.065
O -32.224910 -19.318420 8.034390 0.89 -2.21 0.22 -0.316
P -31.005680 -20.106230 8.447670 0.35 -0.32 -0.79 0.653
N -29.982960 -20.513160 7.098180 1.47 1.09 0.28 -0.296
C -30.513850 -20.977250 5.796840 -2.09 0.96 1.38 -0.105
C -28.490650 -20.471790 7.099360 -0.89 -0.53 -0.08 -0.120
N -31.187510 -21.711950 9.179490 -0.89 2.44 -0.11 -0.310
C -30.085200 -22.559940 9.596310 0.47 1.18 0.16 -0.123
C -32.429040 -22.414390 8.855190 0.02 0.89 0.28 -0.127
N -30.135420 -19.114730 9.517910 0.82 -2.26 -2.18 -0.312
C -30.528840 -19.078600 10.901140 0.06 1.48 0.24 -0.113
C -29.570220 -17.879630 8.881490 0.07 -1.19 1.43 -0.077
H -29.913280 -20.825480 4.899970 0.67 -0.43 0.56 0.083
H -31.388730 -20.364940 5.578290 -0.22 0.26 0.00 0.067
H -30.977400 -21.953250 5.940570 0.64 -0.53 -0.59 0.070
H -28.089250 -21.450550 6.836650 0.01 -0.33 0.24 0.077
H -28.053260 -20.174710 8.052520 -0.26 0.17 -0.06 0.050
H -28.123660 -19.846090 6.285780 -0.03 0.54 0.11 0.060
H -29.635340 -23.151090 8.798650 -0.41 -0.55 -0.13 0.082
H -29.238430 -21.970580 9.948050 -0.01 0.48 0.01 0.058
H -30.376190 -23.111870 10.490070 -0.15 -0.54 -0.30 0.070
H -32.859200 -22.881900 9.740910 0.38 -0.68 0.00 0.076
H -33.211230 -21.694780 8.613440 0.22 0.18 -0.45 0.069
H -32.255470 -23.079720 8.009430 -0.35 -0.40 0.12 0.077
H -30.637370 -20.013620 11.450740 0.01 -0.20 -0.66 0.060
H -29.775900 -18.491820 11.427320 0.12 -0.07 0.20 0.056
H -31.444020 -18.489700 10.962320 -0.41 -0.11 0.44 0.086
H -29.437750 -18.024720 7.809340 -0.40 0.13 0.13 0.072
H -28.573800 -17.776120 9.311080 0.03 0.38 -0.17 0.044
H -30.185620 -17.022740 9.155560 -0.06 0.15 -0.38 0.089
O -20.222590 -20.268830 9.316840 0.08 -1.24 -0.72 -0.304
P -18.977010 -21.090140 9.476710 0.05 0.75 1.17 0.613
N -17.838690 -20.591150 8.370790 -0.22 -0.06 0.57 -0.313
C -16.428840 -20.796400 8.573180 0.36 0.49 -0.39 -0.114
C -18.227300 -20.260340 7.016590 -0.82 0.43 0.29 -0.099
N -19.024690 -22.769570 9.242300 -1.61 1.17 0.00 -0.287
C -19.955940 -23.374390 8.200960 0.81 1.69 0.82 -0.052
C -18.047960 -23.688520 9.786460 -0.36 0.22 0.72 -0.116
N -18.347000 -20.730810 11.063510 0.34 -1.04 -0.45 -0.271
C -18.056400 -19.292340 11.387320 -0.89 -1.27 -1.50 -0.074
C -18.819350 -21.448000 12.276400 0.23 -0.43 -0.93 -0.107
H -16.054020 -19.775460 8.646000 0.92 -0.13 0.49 0.064
H -15.939720 -21.225250 7.698560 -0.15 -0.26 -0.18 0.085
H -16.175750 -21.433510 9.420610 -0.14 0.42 0.12 0.068
H -19.163130 -19.705410 7.082700 0.15 -0.01 -0.19 0.042
H -18.422750 -21.121070 6.377030 0.24 -0.33 -0.07 0.079
H -17.474800 -19.628670 6.544540 0.01 0.04 0.07 0.078
H -19.472650 -23.217920 7.236570 0.10 -0.88 -0.21 0.070
H -20.205860 -24.398030 8.479900 0.24 0.03 -0.25 0.079
H -20.875580 -22.797690 8.102150 -0.09 0.03 0.53 0.060
H -18.506260 -24.077400 10.695760 0.13 -1.17 -0.16 0.054
H -17.795780 -24.407540 9.007030 0.02 -0.34 0.43 0.093
H -17.131170 -23.259460 10.190790 0.08 0.56 -0.53 0.062
H -17.441350 -18.896670 10.579080 0.12 0.12 0.40 0.042
H -19.033100 -18.812260 11.326650 0.06 0.65 0.37 0.071
H -17.603750 -19.202200 12.374780 0.09 -0.02 -0.23 0.088
H -18.033960 -22.110020 12.641100 0.33 0.20 0.37 0.060
H -19.651790 -22.134180 12.120520 -0.35 0.28 -0.43 0.051
H -19.112000 -20.729490 13.042030 0.04 -0.05 0.02 0.067
O -26.566990 -28.341870 12.067400 1.09 0.05 -0.54 -0.279
P -26.118260 -27.169350 11.281530 0.62 1.85 -1.10 0.577
N -26.132490 -27.407320 9.588260 -1.48 0.90 -1.81 -0.279
C -25.863170 -26.321900 8.570130 0.60 0.60 1.45 -0.108
C -25.840610 -28.733200 8.973530 -0.17 0.64 1.78 -0.089
N -24.538170 -26.552150 11.477550 -0.77 -0.87 1.34 -0.277
C -23.512370 -27.457840 12.045150 -0.40 0.31 -0.32 -0.102
C -24.066770 -25.285340 10.914370 0.72 -0.62 0.15 -0.114
N -27.069580 -25.796090 11.656360 1.07 0.16 -1.13 -0.295
C -28.470760 -26.029260 11.412920 -0.66 0.01 0.59 -0.130
C -26.819580 -25.069650 12.924520 0.77 -0.07 -1.78 -0.093
H -26.242430 -25.339390 8.851080 -0.52 -0.17 0.42 0.063
H -26.184460 -26.466970 7.538700 -0.52 -0.83 0.29 0.079
H -24.799900 -26.096340 8.488400 0.36 -0.43 -0.05 0.039
H -26.545030 -29.461340 9.375670 0.12 -0.14 -0.14 0.075
H -24.836380 -28.968140 9.326280 0.22 -0.66 -0.59 0.068
H -25.915150 -28.684230 7.887190 0.08 0.06 0.22 0.078
H -22.556770 -26.939260 12.122540 -0.15 0.35 0.50 0.055
H -23.881030 -27.864710 12.986770 0.29 0.16 0.21 0.071
H -23.224480 -28.325830 11.452010 -0.45 -0.16 -0.58 0.063
H -23.534780 -25.504230 9.988530 0.24 0.32 -0.14 0.066
H -24.780170 -24.487380 10.708420 -0.46 -0.54 0.23 0.057
H -23.354100 -24.869510 11.626610 0.17 0.21 -0.04 0.063
H -28.822430 -26.770120 12.130950 -0.41 -0.41 -0.18 0.081
H -29.031110 -25.124970 11.650350 0.00 0.17 -0.32 0.063
H -28.674280 -26.336930 10.387240 0.07 -0.06 0.08 0.082
H -27.553270 -24.271850 13.039870 -0.79 -0.93 0.50 0.056
H -25.979390 -24.388760 12.788190 0.80 -0.64 0.09 0.045
H -26.634460 -25.822090 13.691110 -0.55 0.68 0.55 0.077
O -17.576450 -18.166200 16.315270 -0.61 -2.19 1.74 -0.330
P -17.529430 -19.328890 17.303720 0.91 1.81 1.11 0.636
N -18.532300 -20.644260 16.932140 0.76 0.48 -0.37 -0.278
C -19.847250 -20.314190 16.253910 0.85 -1.26 1.51 -0.063
C -18.260570 -22.046650 17.399810 0.39 1.10 -0.97 -0.100
N -17.897780 -18.805860 18.952920 0.98 -0.18 -2.71 -0.318
C -18.102490 -19.797820 19.989420 -0.26 0.90 -0.44 -0.121
C -18.255610 -17.445300 19.290500 -1.28 -0.08 0.34 -0.124
N -15.963860 -19.988170 17.534390 -0.95 -1.38 -1.40 -0.312
C -15.453150 -20.966980 16.509300 0.26 1.01 1.01 -0.110
C -14.886170 -19.443400 18.368700 -1.59 0.77 -0.60 -0.102
H -20.138440 -21.163700 15.636130 0.22 0.22 -0.53 0.069
H -19.822170 -19.354140 15.738380 0.24 -0.37 0.08 0.040
H -20.602070 -20.312430 17.040260 -0.31 0.42 0.04 0.067
H -19.206510 -22.553480 17.590660 0.20 0.05 0.55 0.079
H -17.482080 -22.063400 18.162540 -0.83 0.35 0.89 0.064
H -17.688810 -22.643630 16.689310 -0.48 0.02 -0.99 0.048
H -17.210060 -20.421280 20.043940 -0.31 -0.40 0.29 0.074
H -18.267390 -19.234980 20.908180 0.36 -0.24 0.27 0.075
H -19.042870 -20.323090 19.822470 0.14 -0.65 -0.01 0.064
H -19.335080 -17.354470 19.411300 -0.58 -0.01 -0.36 0.055
H -17.966550 -17.239000 20.321030 0.90 0.33 -0.13 0.075
H -17.991610 -16.677030 18.563740 0.53 -0.33 0.11 0.083
H -15.197500 -21.861680 17.076970 -0.38 -0.56 -0.51 0.076
H -16.092890 -21.073240 15.633200 -0.41 -0.37 0.48 0.074
H -14.503720 -20.653330 16.075350 0.16 0.52 0.15 0.072
H -15.376830 -18.681750 18.974710 0.37 0.10 0.23 0.072
H -14.192100 -18.960640 17.680720 0.44 -0.01 0.38 0.084
H -14.420500 -20.178500 19.025120 0.06 -0.18 -0.22 0.081
O -18.762060 -26.987390 12.051360 -0.61 0.54 0.56 -0.296
P -18.493010 -26.670420 13.477270 0.02 -1.31 1.52 0.577
N -18.656860 -28.122620 14.433380 0.62 1.51 -0.49 -0.302
C -19.780680 -28.965980 14.130370 -0.06 -0.28 -0.39 -0.136
C -18.068570 -28.366350 15.767270 -0.08 0.43 -0.86 -0.096
N -19.542840 -25.524340 14.188810 0.25 -0.35 -1.77 -0.291
C -20.473230 -24.787600 13.321210 0.86 -0.18 0.32 -0.088
C -19.751810 -25.363790 15.611770 0.78 -0.92 -0.10 -0.108
N -16.905110 -26.199400 13.771610 -0.40 -0.97 -0.22 -0.300
C -15.857030 -27.203070 13.297830 -1.30 0.91 0.76 -0.073
C -16.483270 -24.797500 13.640260 0.38 -1.39 -0.90 -0.107
H -20.381380 -29.071300 15.033790 -0.36 -0.25 -0.13 0.075
H -19.415440 -29.931730 13.781040 -0.18 -0.39 0.23 0.083
H -20.384970 -28.592040 13.303860 -0.04 0.29 0.12 0.059
H -18.476110 -29.242470 16.271670 -0.38 -0.12 -0.46 0.080
H -18.316260 -27.523580 16.412620 0.73 0.03 0.26 0.058
H -17.011410 -28.597010 15.635690 0.16 0.51 0.46 0.067
H -21.328110 -25.413120 13.064270 -0.27 0.32 -0.08 0.051
H -20.734550 -23.900600 13.898300 -0.46 0.06 -0.33 0.073
H -19.951920 -24.465130 12.419910 -0.25 -0.08 -0.13 0.059
H -20.127620 -26.269610 16.087540 0.10 -0.33 0.03 0.058
H -18.745770 -25.158730 15.977740 -0.31 0.38 0.98 0.076
H -20.515720 -24.623990 15.850970 0.45 0.43 -0.26 0.074
H -15.216390 -26.705060 12.570060 0.39 0.01 0.41 0.079
H -15.416700 -27.539640 14.236410 0.81 -0.06 -0.49 0.071
H -16.259970 -28.066250 12.768060 -0.46 0.15 0.20 0.074
H -16.188640 -24.633610 12.603710 -0.71 0.48 -0.56 0.068
H -15.485370 -24.697460 14.067220 -0.39 0.39 1.14 0.081
H -17.307230 -24.163120 13.967010 0.55 0.31 0.14 0.063
O -18.173110 -14.080270 7.317870 -0.28 2.70 -1.25 -0.260
P -18.876210 -15.285950 7.667750 -0.34 -3.73 2.16 0.564
N -19.850270 -16.074430 6.475230 1.05 1.18 -0.06 -0.286
C -20.320980 -15.292070 5.304530 0.36 0.59 0.82 -0.097
C -20.275540 -17.443150 6.608550 -0.36 0.35 0.11 -0.155
N -19.789750 -15.224430 9.112190 -0.88 -0.79 -1.98 -0.283
C -20.788660 -16.269430 9.492020 0.51 0.56 -0.26 -0.069
C -19.547220 -14.187170 10.067810 0.68 0.28 1.31 -0.125
N -17.632040 -16.399160 8.062410 -0.85 -1.46 -0.98 -0.298
C -16.976250 -16.517810 9.362700 -1.47 0.60 -0.51 -0.097
C -16.727910 -16.810210 6.986130 -0.19 0.39 0.38 -0.125
H -20.892860 -15.793560 4.523800 0.18 -0.92 0.41 0.074
H -19.470130 -14.833260 4.800880 -0.06 0.19 0.07 0.075
H -20.998700 -14.517850 5.664230 0.07 0.37 -0.11 0.064
H -21.361750 -17.485280 6.528040 -0.35 -0.08 0.46 0.063
H -19.939320 -17.782390 7.588330 -0.17 -0.49 -0.33 0.051
H -19.946710 -18.092780 5.797410 0.61 -0.03 -0.04 0.075
H -20.382130 -17.276600 9.583840 0.33 -0.09 -0.24 0.058
H -21.206480 -16.065700 10.477930 0.03 0.42 -0.09 0.071
H -21.605880 -16.289910 8.771010 -0.08 -0.09 0.03 0.058
H -18.712850 -14.532200 10.678450 0.24 0.68 0.41 0.063
H -19.360400 -13.184160 9.684180 0.27 -0.30 -0.52 0.083
H -20.373720 -14.042920 10.763650 -0.31 -0.33 -0.20 0.069
H -16.305260 -15.663830 9.455330 0.41 -0.25 0.61 0.095
H -17.759060 -16.513680 10.121190 0.20 0.34 0.26 0.064
H -16.501900 -17.495870 9.443270 0.41 0.21 -0.16 0.055
H -16.204830 -17.710350 7.308960 -0.21 -0.34 -0.23 0.056
H -15.929890 -16.089940 6.805920 0.04 0.40 -0.10 0.079
H -17.270690 -16.963210 6.053350 0.03 -0.13 0.02 0.074
O -25.183610 -17.157330 20.007760 1.28 -1.97 -0.04 -0.304
P -24.245850 -18.304050 19.728350 1.48 -0.61 -0.02 0.645
N -22.941830 -18.482180 20.903940 -0.40 -0.52 -1.36 -0.276
C -21.793500 -19.443310 20.738710 -0.41 0.79 0.78 -0.127
C -23.170020 -17.943570 22.249610 -0.46 0.87 -0.17 -0.130
N -23.388400 -18.202970 18.231720 -0.97 -0.59 0.05 -0.285
C -24.020680 -18.689240 16.962180 0.01 0.13 1.00 -0.081
C -22.413540 -17.157620 18.019230 0.70 0.32 0.49 -0.142
N -24.958100 -19.858360 19.617780 -0.09 1.67 0.03 -0.300
C -24.238690 -21.125480 19.788860 -0.14 0.44 -0.95 -0.090
C -26.402610 -19.791950 19.407580 -0.28 -0.18 0.46 -0.130
H -20.879480 -18.987970 21.119960 0.09 0.54 -0.25 0.058
H -21.596030 -19.787800 19.723610 -0.46 0.37 -0.08 0.063
H -21.853290 -20.324730 21.377170 -0.57 -0.24 0.02 0.066
H -23.491150 -16.905260 22.166550 0.19 0.18 -0.20 0.069
H -22.287470 -17.930770 22.889180 0.25 -0.29 -0.36 0.077
H -23.990230 -18.360780 22.833830 -0.01 -0.80 -0.14 0.073
H -24.322630 -17.866380 16.314240 0.34 0.27 -0.08 0.077
H -23.337970 -19.366360 16.448860 0.12 0.11 -0.16 0.071
H -24.948540 -19.238760 17.120940 0.20 -0.11 0.44 0.044
H -22.779970 -16.210980 17.622110 -0.54 0.08 0.03 0.082
H -21.898640 -16.942340 18.955520 -0.18 0.09 0.17 0.066
H -21.600260 -17.432950 17.347760 -0.07 -0.58 -0.24 0.059
H -23.679270 -21.196550 20.721650 -0.30 0.02 0.03 0.060
H -24.925050 -21.963640 19.668490 -0.20 0.15 0.36 0.082
H -23.558340 -21.254010 18.947010 0.38 -0.06 0.04 0.062
H -26.835640 -19.322070 20.290630 -0.50 -0.15 -0.11 0.078
H -26.852650 -20.767490 19.223470 0.28 -0.23 0.35 0.076
H -26.721320 -19.210320 18.542580 0.37 0.31 -0.10 0.052
C -23.679740 -19.474060 11.923720 0.94 0.26 -0.23 -0.019
C -23.761210 -21.010060 11.956140 -0.80 -0.45 1.37 -0.460
C -25.170880 -21.382640 12.510570 -0.70 1.00 -1.40 -0.114
C -26.255640 -21.047890 11.451890 -0.28 -1.77 -0.07 -0.152
C -26.025090 -21.741490 10.085440 0.32 0.91 0.95 -0.130
C -24.635430 -21.437360 9.520520 0.76 -1.31 -0.21 -0.404
N -23.608120 -21.621380 10.642400 -3.97 -0.85 0.73 -0.135
O -22.338240 -21.950860 10.337900 1.14 0.18 -1.13 -0.021
C -24.330830 -22.567910 8.433360 0.41 1.41 0.35 -0.017
C -24.637290 -20.049140 8.866060 0.51 0.36 -0.06 -0.012
C -22.718600 -21.601540 12.979210 -0.45 1.01 -1.21 -0.008
H -24.634620 -19.015310 11.667090 0.06 0.08 0.34 0.057
H -22.970640 -19.138560 11.166940 0.08 -0.17 -0.37 0.085
H -23.229340 -19.037130 12.814970 -0.59 -0.11 0.48 0.062
H -25.277500 -22.437490 12.763580 0.35 -0.19 -0.21 0.089
H -25.452340 -20.843920 13.415370 0.54 0.27 0.19 0.103
H -26.508290 -20.011570 11.227610 0.64 0.27 0.42 0.086
H -27.202630 -21.451430 11.810320 -0.22 0.03 0.22 0.077
H -26.814450 -21.262950 9.505780 0.19 -0.49 -0.77 0.087
H -26.143040 -22.824870 10.063800 -0.33 -0.05 0.50 0.101
H -25.158560 -22.695090 7.735660 -0.21 0.11 0.18 0.072
H -23.498250 -22.224680 7.819270 0.13 -0.08 -0.08 0.063
H -24.032540 -23.526260 8.858420 -0.20 0.16 0.28 0.050
H -25.553270 -19.798950 8.330830 -0.07 -0.44 -0.24 0.070
H -24.531300 -19.221190 9.567030 0.09 -0.21 0.15 0.054
H -23.806070 -19.972360 8.165150 0.08 0.13 -0.11 0.081
H -22.608550 -22.680380 12.869180 0.02 0.07 -0.08 0.061
H -23.036380 -21.355630 13.992440 -0.05 0.00 0.03 0.079
H -21.791390 -21.074040 12.755320 0.35 -0.40 0.26 0.063
H -22.017210 -21.144150 9.928320 1.44 0.22 -0.36 0.054
C -29.630170 -22.385920 13.417450 -0.65 0.53 -1.13 -0.055
C -29.313590 -22.041760 14.818540 0.70 -1.25 2.43 -0.519
C -28.098180 -21.130980 14.860270 0.55 1.10 0.10 -0.143
C -27.778740 -20.419940 16.191760 -1.39 -0.59 -1.01 -0.153
C -29.084480 -19.628200 16.555600 1.62 -1.12 0.34 -0.103
C -30.359530 -20.499880 16.636120 0.18 1.07 -0.83 -0.519
N -30.455390 -21.372040 15.439530 -0.43 1.12 -1.40 -0.072
O -31.623850 -22.202100 15.363380 0.70 -0.28 1.37 -0.016
C -30.412920 -21.260070 17.894420 -0.20 -1.19 1.37 -0.045
C -31.548570 -19.506800 16.614490 -0.87 -0.53 -1.98 -0.035
C -28.942790 -23.389700 15.568370 -0.35 1.38 0.51 0.006
H -28.695160 -22.539650 12.878720 -0.22 -0.69 -0.12 0.059
H -30.089780 -21.537240 12.910890 -0.06 0.27 0.03 0.073
H -30.377830 -23.178550 13.388570 0.46 -0.38 -0.32 0.095
H -27.203390 -21.634340 14.494100 -0.14 -0.40 -0.08 0.103
H -28.292940 -20.320690 14.157700 0.00 0.16 -0.37 0.115
H -26.899360 -19.789930 16.058070 -0.21 0.37 -0.10 0.091
H -27.449990 -21.153530 16.927870 -0.43 -0.01 0.33 0.093
H -29.234650 -18.811820 15.849150 0.11 0.01 0.01 0.117
H -28.858660 -19.249440 17.552420 -0.63 0.50 0.05 0.105
H -30.350240 -20.588090 18.750350 -0.40 -0.01 0.10 0.094
H -31.346550 -21.821680 17.862300 -0.15 0.07 0.52 0.090
H -29.640930 -22.011190 18.061600 0.31 0.09 -0.37 0.076
H -31.614550 -19.068700 15.618590 0.76 0.47 -0.24 0.076
H -32.474950 -20.068470 16.494300 -0.24 -0.24 1.08 0.074
H -31.652640 -18.667980 17.302710 0.41 -0.55 0.47 0.092
H -28.550390 -23.119230 16.548660 0.33 -0.04 0.00 0.058
H -28.175920 -23.948210 15.031640 -0.33 -0.19 0.02 0.059
H -29.856220 -23.931840 15.812970 0.10 -0.37 -0.54 0.084
H -32.182220 -21.950930 14.623960 0.34 0.69 -0.24 0.101
```
Positions in Å, forces in eV/Å.

For the LUMO energy, the calculation gives 0.11 eV. The multiplicity is 1. The value obtained for the frontier orbital gap is 7.84 eV. The total energy is -8450.00521 Eh.